1.
Here is a structure of composition C48H55N7P2STi from the Open Molecules 2025 dataset. Energies are from ωB97M-V/def2-TZVPD.

```
! RIJCOSX wB97M-V def2-TZVPD def2/J DEFGRID3
* xyz 3 2
Ti -0.5629 -0.4702 -0.4702
C -0.2476 3.7217 -0.3259
C 0.9148 2.8806 0.2087
P 0.5338 1.3963 1.2304
C 2.1725 0.7050 1.6294
C 2.2053 -0.3747 2.5168
C 3.4114 -0.8994 2.9423
C 4.6091 -0.3663 2.4713
C 4.5882 0.6987 1.5875
C 3.3731 1.2383 1.1725
C 0.1031 2.0782 2.9048
C -1.1514 2.1419 3.5144
C -1.3080 2.7121 4.7686
C -0.2215 3.2647 5.4295
C 1.0249 3.2345 4.8283
C 1.1877 2.6381 3.5878
C -1.3378 2.8965 -1.0178
P -2.4329 2.2240 0.3058
C -3.1683 0.7058 -0.3971
C -4.0511 0.0214 0.4638
C -4.8809 -0.9673 -0.0158
C -4.8526 -1.3065 -1.3743
C -3.9967 -0.6504 -2.2331
C -3.1592 0.3552 -1.7432
C -3.7907 3.4105 0.3321
C -4.6884 3.5898 -0.7189
C -5.6810 4.5467 -0.6211
C -5.7831 5.3329 0.5239
C -4.8935 5.1604 1.5723
C -3.8999 4.1938 1.4783
H 0.1807 4.4376 -1.0320
H -0.6779 4.3189 0.4829
H 1.5593 3.5036 0.8377
H 1.5205 2.5275 -0.6301
H 1.2786 -0.7836 2.9121
H 3.4227 -1.7082 3.6596
H 5.5514 -0.7697 2.8128
H 5.5158 1.1338 1.2427
H 3.3832 2.0954 0.5125
H -2.0358 1.7894 3.0096
H -2.2903 2.7382 5.2195
H -0.3488 3.7213 6.4007
H 1.8787 3.6694 5.3277
H 2.1822 2.6173 3.1653
H -0.8574 2.1267 -1.6376
H -1.9423 3.5040 -1.6962
H -4.1048 0.3039 1.5102
H -5.5740 -1.4639 0.6482
H -5.5178 -2.0706 -1.7505
H -3.9895 -0.8932 -3.2872
H -2.5826 0.9521 -2.4362
H -4.6248 2.9791 -1.6144
H -6.3806 4.6864 -1.4324
H -6.5618 6.0783 0.5957
H -4.9723 5.7718 2.4597
H -3.2037 4.0614 2.2981
N 0.7383 -3.8416 -3.2997
C -0.5457 -3.4734 -3.3909
N -1.1596 -3.6278 -4.5614
S -1.4243 -2.8665 -2.0522
H 1.1973 -4.3536 -4.0379
H 1.1411 -3.8962 -2.3792
H -0.7438 -4.1368 -5.3266
H -2.1457 -3.4264 -4.6098
C -3.0261 -3.7573 4.5748
C -2.4473 -3.0210 3.4089
C -2.0358 -3.6719 2.2493
C -1.5093 -2.9556 1.1961
N -1.3865 -1.6123 1.2110
C -1.7840 -0.9851 2.3328
C -2.2965 -1.6347 3.4290
H -2.9756 -4.8341 4.4385
H -4.0708 -3.4743 4.7101
H -2.4979 -3.4911 5.4903
H -2.1162 -4.7456 2.1570
H -1.1665 -3.4652 0.3068
H -1.6974 0.0874 2.3285
H -2.5811 -1.0493 4.2927
N 1.0242 -1.7328 -0.1840
C 1.9148 -2.4581 -0.0547
C 3.0308 -3.3512 0.0974
C 3.1015 -4.1696 1.2220
C 4.1879 -5.0188 1.3504
C 5.1744 -5.0350 0.3712
C 5.0944 -4.2130 -0.7480
C 4.0129 -3.3616 -0.8941
H 2.3252 -4.1444 1.9736
H 4.2654 -5.6670 2.2104
H 6.0191 -5.7008 0.4810
H 5.8718 -4.2374 -1.4971
H 3.9315 -2.7080 -1.7537
C 4.4650 0.4243 -3.0406
C 4.0402 0.4342 -1.5871
N 2.5732 0.3904 -1.4907
C 1.7001 0.4296 -2.5092
N 0.4155 0.0740 -2.2821
C -0.4517 0.1359 -3.4835
C 0.2936 -0.2846 -4.7294
C 1.4135 0.6964 -4.9486
N 2.1626 0.8377 -3.6965
C 3.5337 1.3517 -3.7932
H 4.3994 -0.5789 -3.4671
H 5.4988 0.7536 -3.1271
H 4.3942 1.3426 -1.0958
H 4.4386 -0.4156 -1.0319
H 2.2112 0.1279 -0.5813
H -0.8348 1.1558 -3.6103
H -1.3019 -0.5232 -3.3165
H -0.3762 -0.2952 -5.5892
H 0.6907 -1.2943 -4.5975
H 1.0247 1.6741 -5.2488
H 2.1158 0.3695 -5.7155
H 3.5721 2.3629 -3.3790
H 3.7757 1.4227 -4.8509
*
```

Values from the calculation:
relative energy (zero: lowest compared OMol25 entry of this formula, charge and spin): 19.1 kcal per mole
HOMO (alpha / beta): -14.9 / -14.9 eV



2.
Here is a structure of composition C48H56As2F12N8 from the Open Molecules 2025 dataset. Energies are from ωB97M-V/def2-TZVPD.

```
! RIJCOSX wB97M-V def2-TZVPD def2/J DEFGRID3
* xyz 6 1
C -0.1948 -7.1868 7.7471
N 0.4405 -6.7488 6.5048
C 1.6060 -7.2806 6.1432
C 2.2430 -6.9108 4.9638
C 1.7612 -5.8137 4.2233
C 0.4666 -5.3118 4.6066
C -0.1777 -5.8084 5.7483
C 2.5425 -5.2530 3.1002
C 2.6326 -3.8926 2.8251
C 3.4318 -3.3651 1.8427
N 4.2700 -4.1680 1.1809
C 4.1617 -5.5146 1.3448
C 3.3730 -6.0779 2.3109
C 5.0818 -3.6326 0.0539
H 0.4681 -7.5605 8.5276
H -0.8658 -7.9572 7.3673
H -0.8138 -6.3923 8.1638
H 2.0311 -7.9732 6.8545
H 3.2725 -7.1586 4.7516
H -0.0445 -4.5342 4.0583
H -1.1538 -5.4776 6.0710
H 1.9656 -3.3037 3.4372
H 3.4499 -2.3506 1.4726
H 4.7963 -6.1138 0.7086
H 3.3689 -7.1415 2.4979
H 5.3771 -2.6157 0.3122
H 4.5229 -3.6272 -0.8819
H 6.0435 -4.1452 0.0753
C 10.3730 4.5662 -0.9205
N 9.0811 4.9852 -1.3996
C 8.0324 4.1496 -1.3733
C 6.7933 4.5531 -1.7111
C 6.5153 5.8355 -2.1109
C 7.6403 6.6923 -2.0700
C 8.9458 6.2748 -1.7989
C 5.1616 6.3676 -2.4941
C 4.0033 5.9690 -1.8294
C 2.7963 6.4610 -2.2808
N 2.7353 7.4616 -3.1830
C 3.8209 7.9291 -3.7872
C 5.0610 7.3297 -3.4709
C 1.4859 8.1701 -3.4649
H 10.9991 4.5691 -1.8127
H 10.3336 3.5294 -0.5864
H 10.7779 5.1706 -0.1088
H 8.1959 3.1722 -0.9441
H 6.0004 3.8198 -1.7009
H 7.4803 7.7439 -2.2567
H 9.7978 6.9373 -1.7601
H 4.0331 5.1271 -1.1535
H 1.8226 6.2751 -1.8521
H 3.6864 8.6545 -4.5760
H 5.9806 7.6385 -3.9457
H 1.2818 8.4612 -4.4953
H 1.2852 8.9702 -2.7524
H 0.7422 7.3957 -3.2772
C -6.1529 -3.3897 4.8251
N -5.4783 -3.4326 3.4525
C -4.7331 -4.5199 3.1059
C -4.0144 -4.6473 1.9442
C -3.9532 -3.5388 1.1321
C -4.7085 -2.4300 1.4514
C -5.4985 -2.3570 2.6183
C -3.1726 -3.5792 -0.1072
C -1.9027 -4.1329 -0.1047
C -1.0695 -4.1144 -1.2600
N -1.4813 -3.5111 -2.4048
C -2.7153 -2.8978 -2.4153
C -3.5336 -2.8872 -1.2257
C -0.7100 -3.6809 -3.6464
H -6.9264 -2.6363 4.6765
H -5.4055 -3.1725 5.5883
H -6.6910 -4.3237 4.9870
H -4.8179 -5.3146 3.8322
H -3.5177 -5.5481 1.6152
H -4.8852 -1.5562 0.8418
H -6.1432 -1.5286 2.8725
H -1.5358 -4.5840 0.8054
H -0.0070 -4.2738 -1.1497
H -2.9959 -2.3462 -3.3004
H -4.4618 -2.3393 -1.2946
H -1.1255 -4.5266 -4.1944
H 0.3216 -3.7906 -3.3119
H -0.9501 -2.7604 -4.1784
C -13.0199 2.7350 -0.2399
N -11.5660 2.8139 -0.3840
C -10.9886 3.4866 -1.4294
C -9.5614 3.5125 -1.5533
C -8.7668 2.9783 -0.5516
C -9.4144 2.3595 0.4966
C -10.8192 2.2331 0.5764
C -7.2545 2.9580 -0.5375
C -6.5300 2.8940 -1.7039
C -5.1794 2.7033 -1.6903
N -4.5164 2.6897 -0.5114
C -5.1084 2.7830 0.7202
C -6.5217 2.9598 0.7185
C -3.0575 2.6157 -0.5398
H -13.3762 1.7200 -0.4156
H -13.3996 3.3412 -1.0624
H -13.3041 3.1754 0.7158
H -11.6591 4.0346 -2.0748
H -9.1036 3.9471 -2.4296
H -8.8249 1.9098 1.2819
H -11.3409 1.7576 1.3938
H -6.9295 2.8462 -2.7061
H -4.5425 2.6890 -2.5624
H -4.4141 2.7197 1.5451
H -7.0474 3.1158 1.6489
H -2.8090 1.5572 -0.4617
H -2.5616 3.1386 0.2780
H -2.6553 3.0697 -1.4454
As 10.7700 -0.6865 -3.1564
F 10.6986 -0.9780 -4.9206
F 10.9661 1.0568 -3.5090
F 10.8595 -0.3664 -1.3303
F 10.4049 -2.4100 -2.8312
F 12.5720 -0.8507 -3.1937
F 9.0436 -0.3245 -3.0009
As 2.6216 0.4274 -3.3480
F 2.9353 -0.4359 -4.9645
F 2.5990 2.0421 -4.0671
F 2.4552 1.1934 -1.6805
F 2.5233 -1.1896 -2.6672
F 4.3528 0.4193 -2.9657
F 0.8170 0.2848 -3.4911
*
```

Values from the calculation:
relative energy (zero: lowest compared OMol25 entry of this formula, charge and spin): 47.9 kcal per mole
HOMO: -16.8 eV



What did we get for F_max? Answer: 0.0318, 0.0651 hartree/bohr, in the order shown.